The following is a DFT calculation (ωB97M-V/def2-TZVPD) of the ion C8H18N3O with charge +1 at a distorted geometry.

CARTESIAN COORDINATES (ANGSTROEM)
C1 0.465 -2.748 1.435
O1 0.849 -1.407 1.128
C2 1.129 -1.265 -0.177
N1 1.764 -0.142 -0.554
C3 2.472 -0.076 -1.784
N2 1.457 0.933 0.156
C4 2.390 1.696 0.970
C5 0.133 1.245 0.179
N3 -0.806 0.445 -0.055
C6 -2.232 0.937 -0.143
C7 -3.023 0.126 0.848
C8 -2.638 0.619 -1.547
H1 -0.575 -2.786 1.362
H2 0.694 -2.903 2.537
H3 0.893 -3.566 1.001
H4 1.224 -2.154 -0.770
H5 3.505 -0.340 -1.631
H6 2.257 -0.804 -2.547
H7 2.484 0.907 -2.241
H8 1.893 1.762 1.919
H9 3.289 1.079 1.084
H10 2.669 2.740 0.557
H11 -0.083 2.251 0.494
H12 -2.230 1.970 0.145
H13 -4.098 0.372 0.517
H14 -2.817 -1.018 0.805
H15 -2.922 0.384 1.937
H16 -2.627 -0.425 -1.728
H17 -1.869 1.044 -2.310
H18 -3.646 1.123 -1.588

Properties
E_LUMO	-0.143	hartree
max |F|	4.9	eV Å⁻¹
energy above the lowest of the compared OMol25 structures with the same formula, charge and spin	1.532	eV
SMILES	CO/C=[N+](/C)N(C)/C=N/C(C)C
gap between HOMO and LUMO	8.9	eV
charge	+1

***

The following is a DFT calculation (ωB97M-V/def2-TZVPD) of a structure of composition C20H39Cl3N3O3SiTi at a distorted geometry.

CARTESIAN COORDINATES (ANGSTROEM)
C1 1.418 -0.810 -2.482
C2 1.050 0.636 -2.447
H1 1.081 -1.292 -3.403
H2 0.998 -1.347 -1.617
H3 2.512 -0.923 -2.430
C3 0.458 1.300 -3.457
C4 0.274 0.775 -4.840
H4 0.143 2.335 -3.315
H5 0.484 -0.296 -4.948
H6 0.933 1.298 -5.550
H7 -0.750 0.959 -5.188
Ti1 0.290 -0.123 1.453
Cl1 2.420 -0.135 2.220
Cl2 0.101 -2.353 0.911
C5 0.616 2.749 2.247
O1 -0.152 1.744 2.289
N1 0.198 3.962 2.591
C6 -1.176 4.212 3.025
C7 1.089 5.113 2.529
H8 1.674 2.642 1.949
H9 -1.723 3.268 3.086
H10 -1.667 4.891 2.315
H11 -1.156 4.705 4.006
H12 2.070 4.784 2.167
H13 1.194 5.560 3.529
H14 0.685 5.869 1.839
H15 -1.453 -1.059 -2.077
H16 -2.536 1.550 -2.542
C8 -2.285 -1.096 -1.359
C9 -3.263 1.131 -1.829
N2 -2.589 0.252 -0.888
H17 -2.006 -1.746 -0.526
C10 -2.482 0.609 0.400
O2 -1.801 -0.035 1.243
H18 -3.727 1.954 -1.271
H19 -3.047 1.511 0.695
H20 -3.165 -1.494 -1.883
H21 -4.026 0.573 -2.388
O3 0.562 0.699 -0.144
C11 1.400 1.292 -1.128
C12 0.000 3.376 -0.992
C13 1.269 2.809 -1.056
H22 -0.877 2.713 -1.020
C14 -0.139 4.770 -0.914
H23 2.445 1.025 -0.897
C15 2.412 3.624 -1.051
H24 -1.137 5.207 -0.819
C16 1.000 5.584 -0.959
C17 2.273 5.014 -1.041
H25 3.396 3.143 -1.084
H26 0.897 6.672 -0.930
H27 3.165 5.645 -1.074
Si1 0.395 -7.121 0.641
Cl3 0.638 -6.880 -1.415
C18 -1.440 -6.943 0.973
C19 1.486 -5.826 1.428
C20 0.950 -8.858 1.095
H28 -1.813 -5.983 0.595
H29 -1.652 -6.998 2.048
H30 -1.992 -7.753 0.477
H31 0.329 -9.612 0.594
H32 0.871 -9.025 2.178
H33 1.994 -9.025 0.804
H34 1.191 -4.809 1.133
H35 2.530 -5.994 1.130
H36 1.432 -5.891 2.523
N3 -0.474 -0.577 3.473
H37 0.281 -0.505 4.159
H38 -0.854 -1.525 3.498
H39 -1.223 0.080 3.722

Properties
multiplicity	2
E_LUMO (alpha / beta)	0.006 / 0.006	hartree
max |F|	2.8	eV Å⁻¹
energy above the lowest of the compared OMol25 structures with the same formula, charge and spin	0.000	eV
gap between HOMO and LUMO (alpha / beta)	6.3 / 8.7	eV

***

The following is a DFT calculation (ωB97M-V/def2-TZVPD) of a structure of composition C26H35N6OOs at a distorted geometry.

CARTESIAN COORDINATES (ANGSTROEM)
Os1 0.228 0.833 0.204
C1 1.782 0.322 3.080
C2 0.558 1.122 3.376
C3 0.381 1.706 4.631
C4 -0.729 2.496 4.855
C5 -1.639 2.673 3.827
C6 -1.425 2.045 2.602
N1 -0.337 1.283 2.404
C7 -2.359 2.208 1.476
C8 -3.556 2.922 1.577
C9 -4.353 3.054 0.455
C10 -3.973 2.446 -0.726
C11 -2.778 1.720 -0.763
N2 -2.009 1.636 0.322
C12 -2.344 0.981 -1.961
C13 -2.999 1.156 -3.178
C14 -2.627 0.382 -4.265
C15 -1.630 -0.555 -4.095
C16 -0.986 -0.666 -2.858
C17 0.095 -1.686 -2.731
N3 -1.325 0.112 -1.831
H1 2.510 0.413 3.882
H2 2.243 0.685 2.157
H3 1.528 -0.732 2.972
H4 1.123 1.559 5.397
H5 -0.878 2.985 5.806
H6 -2.497 3.300 3.986
H7 -3.872 3.361 2.506
H8 -5.274 3.615 0.505
H9 -4.615 2.514 -1.585
H10 -3.786 1.881 -3.283
H11 -3.119 0.498 -5.219
H12 -1.325 -1.206 -4.900
H13 -0.116 -2.526 -3.387
H14 0.186 -2.033 -1.708
H15 1.053 -1.273 -3.044
N4 1.110 4.966 -0.461
C18 0.834 3.686 -0.550
O1 0.437 3.029 0.443
C19 0.975 2.925 -1.845
C20 1.428 1.514 -1.471
H16 1.021 5.444 0.430
H17 1.429 5.508 -1.251
H18 1.683 3.394 -2.534
H19 -0.004 2.907 -2.339
H20 2.465 1.578 -1.121
H21 1.385 0.863 -2.343
C21 2.762 -4.518 -1.254
C22 2.769 -4.166 0.236
N5 1.673 -3.277 0.616
C23 0.532 -3.904 1.274
C24 -0.443 -4.581 0.309
C25 1.718 -1.979 0.340
C26 3.017 -1.368 -0.066
N6 0.657 -1.179 0.414
H22 3.645 -5.111 -1.477
H23 2.779 -3.636 -1.890
H24 1.889 -5.110 -1.509
H25 3.727 -3.712 0.500
H26 2.674 -5.087 0.812
H27 0.003 -3.166 1.887
H28 0.926 -4.660 1.957
H29 -0.922 -3.865 -0.354
H30 -1.217 -5.083 0.882
H31 0.059 -5.336 -0.286
H32 3.786 -1.590 0.673
H33 2.906 -0.289 -0.141
H34 3.365 -1.744 -1.026
H35 -0.200 -1.681 0.669

Properties
E_LUMO (alpha / beta)	-0.404 / -0.405	hartree
max |F|	3.4	eV Å⁻¹
gap between HOMO and LUMO (alpha / beta)	6.1 / 6.1	eV
charge	+3

***

The following is a DFT calculation (ωB97M-V/def2-TZVPD) of a structure of composition C5H10NO2 at a distorted geometry.

CARTESIAN COORDINATES (ANGSTROEM)
C1 0.022 -1.299 -0.138
C2 -0.037 0.244 -0.129
C3 -1.397 0.690 -0.549
C4 -1.637 0.745 -1.906
O1 -0.689 0.302 -2.826
N1 0.385 0.740 1.237
C5 1.589 0.049 1.851
O2 1.394 -1.107 2.481
H1 -0.514 -1.659 0.732
H2 1.016 -1.717 -0.046
H3 -0.425 -1.715 -1.061
H4 0.751 0.663 -0.755
H5 -2.254 0.600 0.110
H6 -0.379 1.104 -2.174
H7 -2.568 1.211 -2.254
H8 -0.372 0.525 1.885
H9 2.290 0.030 0.971
H10 2.005 0.839 2.505

Properties
E_LUMO	0.127	hartree
max |F|	4.5	eV Å⁻¹
energy above the lowest of the compared OMol25 structures with the same formula, charge and spin	5.497	eV
gap between HOMO and LUMO	6.0	eV
charge	-1

***

| no. | total energy (hartree) |
| --- | --- |
| 1 | -554.762711 |
| 2 | -3695.293590 |
| 3 | -1505.276419 |
| 4 | -401.624795 |